1.
C17H30Cl3HfNO3P2 | ωB97M-V/def2-TZVPD

Cartesian coordinates (Å):
Hf: 0.0000 0.0000 0.0000
Cl: 1.7303 -3.6389 4.4179
Cl: 4.0642 -3.1413 3.1179
Cl: 3.4519 -1.7459 5.4577
P: 2.0159 -1.4247 -0.0785
P: -2.0807 1.2857 0.3726
O: 1.6627 -0.5406 1.7306
O: -0.2536 -0.8868 2.0394
O: 2.5982 0.2559 3.7266
N: 0.0752 0.4571 -1.7006
C: -2.9690 1.4964 -1.2347
C: -0.0721 1.1475 -5.8318
C: -2.0894 3.0391 1.0028
C: 2.3685 -2.0020 -1.7963
C: -0.5543 -0.2742 -3.9173
C: 2.1928 -0.8107 3.0888
C: 0.5621 1.8800 -3.6005
C: -0.3136 -1.5899 4.3080
C: 0.5054 2.1034 -4.9799
C: 0.0302 0.6858 -3.0522
C: -0.3034 0.9167 3.6093
C: 1.9874 -3.0093 0.8777
C: 2.7502 -2.2059 3.8800
C: -0.2973 -0.5345 3.2325
C: 3.6491 -0.7104 0.4363
C: -3.4032 0.5014 1.4110
C: -0.5987 -0.0394 -5.2939
H: 1.0042 1.0671 1.0222
H: -3.0293 0.2918 2.4263
H: 1.4921 -2.5646 -2.1572
H: -3.9297 2.0229 -1.0957
H: -0.1117 1.3265 -6.9114
H: -3.1412 0.4979 -1.6683
H: -3.1052 3.4748 1.0182
H: -0.9639 -1.1887 -3.4779
H: -1.6593 3.0764 2.0171
H: -0.3842 -2.5923 3.8620
H: -1.4412 3.6380 0.3414
H: 0.9173 3.0293 -5.3962
H: -1.0507 -0.7866 -5.9554
H: 1.0118 2.6105 -2.9214
H: -1.1618 -1.4238 4.9974
H: -1.3379 1.3066 3.5842
H: 3.8269 0.2054 -0.1513
H: 1.1585 -3.6303 0.5009
H: 0.0939 1.0829 4.6243
H: 3.5862 -0.4210 1.4988
H: 0.2745 1.4565 2.8296
H: 1.8018 -2.7895 1.9417
H: 2.9401 -3.5585 0.7759
H: 2.5082 -1.1207 -2.4437
H: 0.6075 -1.5124 4.9170
H: -4.2956 1.1484 1.4823
H: 4.4862 -1.4177 0.2907
H: 3.2702 -2.6384 -1.8332
H: -3.6775 -0.4577 0.9418
H: -2.3272 2.0700 -1.9230

The value obtained for the LUMO energy is -0.59 eV. For the relative energy (zero: lowest compared OMol25 entry of this formula, charge and spin), the calculation gives 7.084 eV. As for the charge: 0. Its maximum force is 9.5 eV/A.

=====

2.
C17H30ClO22 | ωB97M-V/def2-TZVPD

Cartesian coordinates (Å):
Cl: 0.9870 -0.5614 0.3601
O: -1.4809 2.2569 -5.0088
O: 3.1495 1.0082 3.5289
O: -1.9436 3.0529 0.6659
O: -0.6097 0.8009 -6.4884
O: -2.5674 -0.7055 -2.1523
O: -3.9946 -1.8459 1.9718
O: -0.0312 0.7449 -4.3339
O: -1.7447 5.1121 -0.2194
O: 4.8582 0.3137 -3.2658
O: 1.1529 0.7352 -0.2853
O: -4.1135 -4.0252 2.3489
O: 1.3187 -5.9451 5.3853
O: 2.3037 -1.0445 0.7384
O: -5.8613 -2.6893 2.8562
O: 0.1856 -0.3981 1.5501
O: 5.6084 -1.0410 -4.8903
O: 0.2297 -1.4756 -0.4787
O: 1.2244 2.7859 2.6944
O: -3.0409 3.5527 -1.1885
O: 2.4793 -4.6372 3.9764
O: 3.8971 -1.6475 -3.5545
O: 0.2880 -4.4358 4.1003
C: -2.9011 -2.4031 1.2699
C: 1.2500 4.1453 2.2695
C: 0.6172 -3.6637 2.9398
C: -0.6964 1.2428 -5.3834
C: -0.2879 1.5596 -3.1826
C: 2.1470 -3.7394 2.9062
C: -4.7642 -2.8505 2.4546
C: 1.3758 -5.0891 4.5519
C: -3.5545 2.3056 -0.7739
C: 1.4416 4.1636 0.7591
C: 3.7255 0.3141 -2.3458
C: 4.8558 -0.8187 -3.9859
C: -2.7863 -3.7871 1.9008
C: 3.2258 -1.1159 -2.4074
C: -1.5084 2.3918 -3.5897
C: -2.2018 4.0217 -0.2298
C: -2.6457 1.8380 0.3449
H: 2.4220 3.8231 0.4078
H: -2.7201 -0.9123 -3.0824
H: -2.0561 -3.6564 2.7024
H: 2.5227 1.7222 3.3059
H: 0.6033 2.1302 -2.9283
H: 1.3192 5.1750 0.3645
H: 0.2710 4.5698 2.5205
H: -3.5779 1.6135 -1.6156
H: 3.0817 0.3965 2.7853
H: 0.3607 -2.6150 3.0791
H: -1.4882 3.4318 -3.2711
H: 2.7132 -2.8235 3.0656
H: -3.1953 1.4329 1.1909
H: 4.1007 0.6696 -1.3923
H: -4.6070 2.3976 -0.4876
H: 3.0579 1.0253 -2.8361
H: -1.8730 1.1350 0.0269
H: -2.0262 -1.4371 -1.8237
H: 0.2372 -4.1575 2.0485
H: -3.0884 -2.3736 0.1905
H: -0.5258 0.8994 -2.3509
H: 2.1528 -1.1156 -2.5772
H: -2.4594 2.0137 -3.2187
H: -2.4701 -4.5884 1.2390
H: -1.9768 -1.8364 1.4021
H: 3.5460 -1.6710 -1.5281
H: 2.0295 4.7270 2.7592
H: 0.7529 2.2979 2.0080
H: 0.7950 3.4474 0.2456
H: 2.5111 -4.1475 1.9615

The value obtained for the LUMO energy is 1.84 eV. For the relative energy (zero: lowest compared OMol25 entry of this formula, charge and spin), the calculation gives 0.000 eV. As for the charge: -1. Its maximum force is 1.6 eV/A.

=====

3.
C17H30F2INO4P | ωB97M-V/def2-TZVPD

Cartesian coordinates (Å):
I: -0.1122 -3.6992 1.1386
P: -5.1959 -1.0638 -1.3309
F: 3.6534 0.4572 2.6816
F: 2.0558 3.9020 1.8112
O: -5.6715 0.5927 -1.6053
O: -5.2559 -1.3463 0.3867
O: 6.1641 1.4107 -0.0123
O: -6.1933 -2.0283 -2.1287
N: 0.7589 -1.8427 0.7792
C: -3.4416 -1.2677 -2.1036
C: -2.2691 -1.6440 -1.0206
C: -4.7891 -2.9536 2.3320
C: 8.4854 2.0272 -0.1153
C: 2.6301 0.0078 1.6805
C: 1.1554 0.4252 -0.6686
C: 2.2328 3.7047 0.3323
C: 0.3656 -1.0305 -0.4352
C: 7.7371 -0.0811 1.0263
C: -7.3435 2.0398 -0.4102
C: 7.4837 0.8834 -0.1213
C: 2.3184 0.9534 0.3740
C: 3.1578 2.3623 0.1552
C: 1.8049 -1.4020 1.8242
C: -7.1248 0.7846 -1.4743
C: -0.7296 -1.4465 -1.5816
C: -5.1659 -2.7894 0.7106
H: 9.5099 1.6552 -0.2137
H: 8.2833 2.7199 -0.9393
H: 8.7392 -0.5164 0.9622
H: -4.1206 -3.9168 2.4987
H: 6.1012 1.8897 0.8308
H: 2.0206 -2.1012 2.7450
H: 1.2074 3.4846 -0.2132
H: -7.6341 3.0335 -0.9620
H: -3.4930 -2.1179 -2.9260
H: -0.3532 -2.3817 -2.2211
H: -5.8334 -3.0605 2.8999
H: -3.1487 -0.2572 -2.6187
H: -2.3803 -2.8129 -0.8051
H: -2.4308 -1.1254 0.0406
H: -7.5816 1.1565 -2.5023
H: 7.0012 -0.8923 1.0168
H: 3.6030 2.3239 -0.9515
H: 0.9095 1.0945 -1.6067
H: -8.1447 1.7105 0.3895
H: -4.2821 -3.3155 0.1336
H: 7.6368 0.4249 1.9931
H: -4.2098 -1.9728 2.6343
H: -6.1424 -3.3989 0.4229
H: 8.4116 2.6080 0.8110
H: 7.5442 0.3461 -1.0739
H: -7.6984 -0.1592 -1.0879
H: 2.8035 4.6105 -0.1590
H: -6.3084 2.2142 0.1465
H: 4.0711 2.3549 0.9034
H: -0.7920 -0.5543 -2.3723

The value obtained for the LUMO energy is -5.10 eV. As for the charge: +1. Its maximum force is 5.9 eV/A.

=====

4.
C17H30NO10 | ωB97M-V/def2-TZVPD

Cartesian coordinates (Å):
O: 1.3193 -2.4271 1.7393
O: -6.7893 1.8396 -0.1601
O: -0.2752 7.8954 -2.4114
O: -0.6597 5.6319 -2.4990
O: 7.2910 -7.1896 0.6870
O: 7.5709 -5.8801 2.5539
O: -0.4057 6.7275 -4.3857
O: 9.2979 -7.0280 1.5647
O: 3.0464 -3.5749 0.7501
O: 1.0394 -3.7366 -0.1277
N: -4.4449 1.1291 0.0315
C: 8.0087 -6.6236 1.6899
C: -4.1230 1.9153 -1.2553
C: 10.1758 -6.5060 2.5602
C: -2.5709 2.2122 -1.7739
C: -0.4310 6.8573 -3.0352
C: -8.1350 1.8612 0.4343
C: -5.8901 0.8941 0.5191
C: -0.7126 5.6156 -1.0738
C: -8.1174 2.6676 1.8882
C: -0.3458 -3.3971 -0.1219
C: 5.9057 -6.8501 0.6927
C: -1.3087 1.6356 -0.9006
C: -0.1723 7.9467 -5.0880
C: -1.6823 0.7797 0.4682
C: 3.9243 -3.0530 1.7456
C: -3.2777 0.5564 0.8607
C: 1.7571 -3.1705 0.8752
H: 0.8046 8.3639 -4.8230
H: -3.4839 -0.0782 1.8484
H: -0.4793 -2.3179 -0.2493
H: 9.8685 -6.8366 3.5577
H: 5.4276 -7.1944 1.6154
H: -7.7301 1.9019 2.6839
H: -2.3981 2.8144 -2.7833
H: -8.6771 0.8250 0.4783
H: -0.8239 -3.7413 0.8008
H: -0.8217 -3.9044 -0.9656
H: -8.8000 2.5454 -0.2833
H: 0.2425 5.9397 -0.6482
H: 11.1790 -6.8942 2.3633
H: -0.7885 0.3599 1.0972
H: 3.6170 -3.3836 2.7430
H: 10.2131 -5.4132 2.5075
H: -0.9000 4.5868 -0.7542
H: -0.2251 1.8474 -1.2915
H: -6.1723 -0.2510 0.3383
H: 3.9616 -1.9602 1.6929
H: -1.5327 6.2436 -0.7107
H: -0.1724 7.7251 -6.1589
H: -7.3796 3.5966 1.8305
H: 4.9274 -3.4411 1.5486
H: -0.9706 8.6678 -4.8855
H: -4.9750 2.3607 -1.9626
H: 5.7722 -5.7710 0.5653
H: 5.4299 -7.3574 -0.1510
H: -9.2310 3.0238 2.0614
H: -5.8768 1.0138 1.7068

The value obtained for the LUMO energy is -5.16 eV. For the relative energy (zero: lowest compared OMol25 entry of this formula, charge and spin), the calculation gives 7.015 eV. As for the charge: +1. Its maximum force is 5.1 eV/A.

=====

5.
C17H30NO3 | ωB97M-V/def2-TZVPD

Cartesian coordinates (Å):
O: 1.6626 -0.0687 0.9576
O: -1.3555 -0.1160 0.9359
O: 3.3846 -2.4653 0.7685
N: 3.9399 -0.2223 -0.4147
C: -5.3615 0.1900 -0.1854
C: -2.6705 0.0622 0.5551
C: 5.2188 1.8562 -0.2022
C: -0.5500 1.0204 1.1320
C: 4.7773 0.7527 -1.1655
C: -6.7973 0.2503 -0.6180
C: 2.4058 -2.0807 -0.1741
C: 5.9691 0.0417 -1.7875
C: 4.0565 2.6682 0.3604
C: -4.7795 -1.0211 0.1750
C: -3.2318 1.2750 0.1879
C: 0.7398 0.5748 1.8216
C: -6.9233 -0.0650 -2.1101
C: 3.1525 -1.2019 -1.1893
C: -3.4522 -1.0896 0.5417
C: 1.2271 -1.3301 0.4680
C: -4.5680 1.3265 -0.1771
H: -6.5390 -1.0601 -2.3219
H: 3.8229 -1.8215 -1.7858
H: -5.3769 -1.9206 0.1759
H: -1.0536 1.7471 1.7815
H: 5.7977 1.4192 0.6138
H: 4.1457 1.1845 -1.9484
H: 1.2692 1.4488 2.2055
H: -7.3840 -0.4724 -0.0483
H: -6.3575 0.6537 -2.6988
H: 4.5232 -0.7784 0.2274
H: -7.9647 -0.0225 -2.4185
H: 3.0224 -3.1129 1.3819
H: -2.6506 2.1842 0.1806
H: 6.5965 0.7621 -2.3037
H: 2.4506 -0.6842 -1.8428
H: 0.4838 -0.0922 2.6530
H: -0.3136 1.5055 0.1731
H: -7.2007 1.2458 -0.4254
H: 5.8828 2.5272 -0.7467
H: -3.0008 -2.0262 0.8299
H: 1.9964 -2.9584 -0.6920
H: 4.4433 3.5105 0.9264
H: 0.8181 -1.9232 1.2952
H: 3.2424 0.2680 0.1849
H: -4.9959 2.2778 -0.4570
H: 6.5735 -0.4400 -1.0221
H: 0.4317 -1.2004 -0.2734
H: 5.6615 -0.7031 -2.5158
H: 3.4312 2.0857 1.0340
H: 3.4374 3.0629 -0.4416

The value obtained for the LUMO energy is -2.23 eV. As for the SMILES: CCc1ccc(OCCOC[C@H](O)C[NH2+][C@H](C)CC)cc1. For the relative energy (zero: lowest compared OMol25 entry of this formula, charge and spin), the calculation gives 0.193 eV. As for the charge: +1. Its maximum force is 0.8 eV/A.

=====

6.
C17H31BClO25PS5 | ωB97M-V/def2-TZVPD

Cartesian coordinates (Å):
Cl: -5.0607 0.6402 -2.7013
S: 5.1828 -1.5962 -1.8529
S: 6.8154 -4.5356 3.8194
S: -8.2560 4.1205 0.8426
S: -1.4860 3.4292 -3.2120
S: 2.3433 5.5305 0.8714
P: -4.5878 -1.0494 -1.6469
O: 4.7066 -2.6682 -2.6377
O: -9.0161 2.7550 0.4972
O: -6.7850 3.6393 0.4366
O: -4.6099 -2.2591 -2.7197
O: 2.5068 4.0196 1.3580
O: 6.0803 -3.8539 5.0618
O: -1.0585 0.9045 0.9524
O: 7.5220 -5.6645 4.2825
O: -3.7416 -2.8446 0.9490
O: 6.6754 -1.9263 -1.3979
O: 7.4297 -3.5252 3.0389
O: -2.8959 0.1780 -0.1756
O: -1.2741 2.0516 -3.4748
O: -8.6609 5.1216 -0.0686
O: -1.4437 4.4003 -4.2377
O: 1.0978 5.6638 0.2107
O: 5.1172 -0.2546 -2.3028
O: 5.5027 -5.0260 3.0466
O: 2.7203 6.3904 1.9257
O: -8.3154 4.3197 2.2397
O: -1.4426 -1.2721 0.5190
O: 4.5065 -1.6626 -0.4040
O: -0.5082 3.8748 -2.0372
O: -2.8642 3.6047 -2.4188
O: 3.4840 5.5174 -0.2409
C: 6.7961 -1.7774 0.0278
C: -2.0078 -1.9340 -0.6449
C: 0.3884 -1.5519 -1.4776
C: -8.1689 1.9174 -0.3030
C: -6.7742 2.2257 0.1864
C: 4.2557 4.3110 -0.1526
C: 4.3732 -4.9707 3.9342
C: -2.5998 3.8396 -1.0210
C: -1.7130 0.0249 0.4891
C: 1.4425 -1.9675 -2.1470
C: -1.2612 4.5344 -1.0000
C: 4.6651 -3.7886 4.8315
C: -0.8611 -2.3807 -1.5303
C: 3.2870 3.2874 0.3940
C: -2.9470 -4.5888 -0.6940
C: -2.8107 -0.7569 -1.2374
C: 5.4416 -2.1857 0.5545
B: -2.9119 -3.1445 -0.1074
H: 5.2409 -1.7754 1.5394
H: -5.2922 -2.8694 -2.4524
H: 2.6159 2.9166 -0.3830
H: -3.7081 -4.7010 -1.4439
H: -8.2967 2.1979 -1.3504
H: 7.0119 -0.7292 0.2457
H: -6.0146 1.9788 -0.5460
H: -2.5649 2.8768 -0.5114
H: 0.4497 -0.6372 -0.9345
H: 2.2348 -1.3051 -2.3959
H: -1.1607 -2.4024 -2.5575
H: 5.0882 4.4841 0.5328
H: -8.4391 0.8746 -0.1714
H: -4.6435 -2.8075 0.6256
H: -3.3877 4.4491 -0.5882
H: -2.2144 -0.2792 -1.9996
H: 1.5214 -2.9654 -2.5094
H: 4.6400 4.0406 -1.1287
H: 7.5985 -2.3977 0.4119
H: 3.7827 2.4504 0.8709
H: -0.5681 -3.3639 -1.2286
H: -3.1765 -5.2618 0.1093
H: -2.0260 -4.9257 -1.1324
H: 3.4550 -4.8522 3.3680
H: -6.5570 1.7117 1.1249
H: -1.3568 5.5894 -1.2590
H: 5.3366 -3.2712 0.5834
H: -0.7537 4.4408 -0.0524
H: 4.3352 -5.9035 4.4989
H: 4.1306 -3.8362 5.7746
H: 4.4402 -2.8431 4.3342

The value obtained for the LUMO energy is -0.38 eV. As for the SMILES: C=CC[C@@]1(B(C)O)OC(=O)O[C@@H]1P(O)Cl.O=S1(=O)OCCO1.O=S1(=O)OCCO1.O=S1(=O)OCCO1.O=S1(=O)OCCO1.O=S1(=O)OCCO1. As for the charge: 0. Its maximum force is 1.7 eV/A.

=====

7.
C17H31ClO4S | ωB97M-V/def2-TZVPD

Cartesian coordinates (Å):
Cl: 0.2817 -3.9284 2.6643
S: -3.0480 -2.1703 -0.6263
O: 4.6275 -1.4676 -1.4289
O: -2.8956 3.0633 0.7890
O: -0.9569 -3.8640 0.2392
O: 4.3033 0.8266 -0.5775
C: 0.3145 -0.7038 1.7987
C: -0.7684 -0.2653 -1.3266
C: -3.2879 1.5161 -1.1950
C: -2.0731 2.2553 1.7075
C: 1.7680 -0.9319 1.0763
C: 4.1800 0.3979 0.8256
C: -0.4315 -2.9557 -0.8244
C: -0.9173 -1.5940 1.1863
C: -2.9174 1.7074 3.0395
C: -2.8025 1.0381 -2.6831
C: -1.2554 -1.5583 -0.4166
C: 6.3032 0.3721 -2.2788
C: -2.4885 2.8549 -0.6255
C: 2.5964 0.5107 1.2499
C: -1.6177 -0.0883 -2.7149
C: -1.0432 -3.1925 1.5486
C: 5.0265 -0.1820 -1.3943
H: 4.7626 1.1820 1.4805
H: -3.7552 0.5358 -3.1985
H: -1.7522 1.2925 1.1248
H: -2.2850 0.7724 3.4271
H: -3.2335 0.6991 -0.3598
H: -2.0009 -1.1455 -3.1160
H: -2.9722 2.4953 3.9046
H: 7.1102 0.9014 -1.5889
H: 2.4092 -1.7207 1.6784
H: -1.3303 2.8185 -0.7885
H: -2.0226 -3.3318 2.2042
H: -4.4284 1.8324 -1.2887
H: -3.9633 1.2652 2.7198
H: -3.8492 -1.3924 0.2250
H: 1.7268 -1.1280 -0.0765
H: -0.9477 -3.3862 -1.7834
H: 0.3506 -0.5222 -1.6549
H: 2.5079 0.9408 2.3577
H: 0.7348 -2.9552 -0.7315
H: 2.0258 1.2916 0.5699
H: 5.9000 1.1979 -3.0310
H: -1.0639 2.7928 2.0371
H: -1.8645 -1.0809 1.6945
H: -2.5601 1.9824 -3.3722
H: 0.4485 -1.0568 2.9309
H: 4.6197 -0.6622 1.0544
H: -0.8346 0.2718 -3.5410
H: -2.8706 3.8250 -1.2055
H: 0.1244 0.4498 1.8456
H: -0.6616 0.7374 -0.6891
H: 6.7775 -0.5423 -2.8621

The value obtained for the LUMO energy is 0.53 eV. As for the SMILES: CCOCCCCC[C@@]1(S)CO[C@@H](Cl)[C@H]1CCCCOC(C)=O. As for the charge: 0. Its maximum force is 8.7 eV/A.

=====

8.
C17H31F5HgP2 | ωB97M-V/def2-TZVPD

Cartesian coordinates (Å):
Hg: -1.0674 0.6386 2.0097
P: 0.9905 -3.1553 1.0468
P: 0.5009 1.6887 0.3112
F: -1.6781 3.2092 3.8181
F: -0.2317 0.9289 6.1335
F: -2.3571 0.9256 5.5688
F: 0.4152 2.6839 4.1980
F: -1.4532 2.7050 6.4767
C: 0.8736 1.0312 -3.5603
C: -0.7145 -0.9483 3.4466
C: -0.6774 -1.3902 -2.6598
C: 1.3854 -0.1541 0.3867
C: -0.3099 -4.0417 0.0696
C: -2.1974 0.6744 -2.8953
C: -0.8580 2.1882 4.2172
C: -1.6438 -0.6211 -3.5136
C: -1.2315 1.6870 5.6065
C: -1.1058 2.7223 0.3614
C: 1.5734 2.9071 1.0975
C: 2.5041 -3.5153 0.0885
C: 0.1697 1.4757 -2.2997
C: 1.5117 -0.3491 -3.5015
C: -1.1957 1.5760 -2.2340
C: 0.5116 -1.4047 0.3741
C: 0.6790 -1.3269 -2.7283
H: 2.0639 -0.1452 1.2488
H: -0.4340 -5.0015 0.5870
H: -1.6118 2.5725 -2.0574
H: 2.9790 -4.3204 0.6694
H: 0.0114 -1.6535 3.0194
H: -0.8811 3.7039 -0.0699
H: 0.8817 2.0636 -1.6544
H: 2.0264 -0.0731 -0.5004
H: -1.2398 -0.4395 -4.5190
H: -1.2746 -3.5141 0.0967
H: 1.6146 3.7603 0.3976
H: -0.4753 -1.2401 0.8396
H: -2.9736 0.4228 -2.1511
H: 3.1783 -2.6501 0.0773
H: -2.7180 1.2333 -3.6851
H: -1.5835 2.8818 1.3452
H: 2.2812 -3.8844 -0.9220
H: 1.2601 -2.2124 -2.4495
H: 0.2296 -1.6057 -0.6748
H: -1.6587 -1.4872 3.5822
H: 1.6542 1.7809 -3.7735
H: 1.7298 -0.7004 -4.5252
H: 0.1854 1.0895 -4.4067
H: -1.8821 2.2364 -0.2384
H: 0.0095 -4.2185 -0.9691
H: -1.1279 -2.2528 -2.1532
H: 1.2025 3.2485 2.0755
H: -2.5007 -1.2880 -3.6781
H: -0.3922 -0.6234 4.4477
H: 2.5685 2.4630 1.2195
H: 2.4840 -0.2812 -2.9966

The value obtained for the LUMO energy (alpha / beta) is -1.04 / -1.04 eV. For the relative energy (zero: lowest compared OMol25 entry of this formula, charge and spin), the calculation gives 0.000 eV. As for the charge: 0. Its maximum force is 3.5 eV/A.

=====

- Which of these has the highest maximum force?
  C17H30Cl3HfNO3P2